(1)
# C6H8BrN2S

A gas-phase ion, C6H8BrN2S (charge +1) (ωB97M-V with the def2-TZVPD basis set, the Open Molecules 2025 dataset).

```
! wB97M-V def2-TZVPD RIJCOSX def2/J DEFGRID3
* xyz 1 1
C 3.011 -0.590 -0.613
C 1.963 -0.653 0.307
C 0.680 0.083 -0.380
C -1.903 0.069 -0.919
C -1.584 1.366 -0.274
C -0.724 0.213 0.055
N 2.778 0.128 -1.686
N -0.974 -0.389 1.389
S 1.242 0.565 -1.875
Br 2.038 -1.196 2.149
H 4.084 -0.839 -0.438
H -2.701 -0.565 -0.637
H -1.536 -0.190 -1.868
H -1.093 2.245 -0.760
H -2.361 1.552 0.388
H -1.248 0.209 2.058
H -0.029 -0.808 1.724
H -1.642 -1.201 1.382
*
```

(2)
# C6H8Cl2

A single C6H8Cl2 molecule (ωB97M-V with the def2-TZVPD basis set, the Open Molecules 2025 dataset).

```
! wB97M-V def2-TZVPD RIJCOSX def2/J DEFGRID3
* xyz 0 1
C -1.121 -0.446 0.190
C -1.797 0.966 0.018
C -0.348 1.563 0.073
C 0.103 0.043 -0.334
C 1.434 -0.522 0.239
C 2.400 -1.239 -0.300
H -2.318 0.896 -0.870
H -2.578 1.264 0.678
H -0.084 2.277 -0.821
H -0.192 1.975 1.103
H 0.024 -0.012 -1.435
H 1.478 -0.362 1.308
H 3.135 -1.581 0.380
H 2.636 -1.970 -1.364
Cl -1.887 -1.744 -0.722
Cl -0.885 -1.108 1.856
*
```

(3)
# C6H8Cl2

A single C6H8Cl2 molecule (ωB97M-V with the def2-TZVPD basis set, the Open Molecules 2025 dataset).

```
! wB97M-V def2-TZVPD RIJCOSX def2/J DEFGRID3
* xyz 0 1
C 1.688 0.484 -0.546
C 0.453 -0.396 -0.554
C 0.372 -1.546 -1.216
C -0.722 0.129 0.228
C -1.928 0.162 -0.342
C -0.573 0.551 1.650
H 1.454 1.496 -0.889
H 2.444 0.080 -1.205
H 2.110 0.552 0.454
H -0.509 -2.162 -1.203
H 1.198 -1.902 -1.828
H -2.108 -0.153 -1.357
H -2.822 0.456 0.215
H -1.553 0.625 2.149
Cl 0.095 2.204 1.823
Cl 0.402 -0.581 2.620
*
```

(4)
# C6H8Cl2N3O2

2 unconnected molecules or ions with the total composition C6H8Cl2N3O2 (ωB97M-V with the def2-TZVPD basis set, the Open Molecules 2025 dataset).

```
! wB97M-V def2-TZVPD RIJCOSX def2/J DEFGRID3
* xyz 1 3
C 1.564 -1.595 -0.066
C 1.065 0.285 -1.219
C -4.177 -1.627 -0.190
C 0.120 -1.683 0.518
C -0.127 0.456 -0.605
C 0.027 0.318 1.737
N 1.967 -0.682 -0.866
N 1.482 1.146 -2.227
N -0.548 -0.346 0.549
O -3.369 -1.212 0.542
O -4.998 -2.037 -0.824
Cl 2.585 -2.917 0.399
Cl -0.452 -2.698 -0.977
H -0.017 -2.244 1.390
H -0.858 1.193 -0.939
H 0.979 0.604 1.291
H -0.517 1.169 2.105
H 0.233 -0.296 2.539
H 0.719 1.784 -2.552
H 2.305 1.201 -2.805
H -1.598 -0.355 0.362
*
```

(5)
# C6H8Cl2SSi

A single C6H8Cl2SSi molecule (ωB97M-V with the def2-TZVPD basis set, the Open Molecules 2025 dataset).

```
! wB97M-V def2-TZVPD RIJCOSX def2/J DEFGRID3
* xyz 0 3
C -1.341 -1.655 1.529
C -2.585 -1.591 0.939
C -0.400 -0.744 1.019
C -0.890 -0.057 -0.008
C 0.988 -0.486 1.481
C 1.788 1.012 -1.942
Si 0.056 1.495 -1.362
S -2.604 -0.364 -0.252
Cl 0.270 3.210 -0.271
Cl -1.168 1.827 -2.919
H -1.077 -2.208 2.472
H -3.477 -2.071 1.187
H 0.929 0.540 1.799
H 1.401 -1.076 2.179
H 1.644 -0.538 0.461
H 2.550 0.810 -1.141
H 1.690 0.072 -2.510
H 2.225 1.823 -2.661
*
```

(6)
# C6H8Cl3P

A molecular structure, C6H8Cl3P (ωB97M-V with the def2-TZVPD basis set, the Open Molecules 2025 dataset).

```
! wB97M-V def2-TZVPD RIJCOSX def2/J DEFGRID3
* xyz 0 1
C 0.041 -1.713 0.403
C -0.705 -0.672 0.707
C 1.320 -1.671 -0.334
C -0.424 0.793 0.351
C 0.630 0.851 -0.685
C -1.753 1.384 -0.095
P 2.246 -0.057 -0.510
Cl 1.085 2.599 -0.869
Cl 0.120 0.164 -2.245
Cl 2.451 0.536 1.344
H -0.115 -2.705 0.834
H -1.668 -0.722 1.365
H 1.995 -2.314 0.297
H 1.395 -2.228 -1.240
H -0.030 1.247 1.328
H -2.210 0.888 -1.066
H -1.911 2.321 -0.366
H -2.468 1.298 0.782
*
```

(7)
# C6H8ClF7O7P2S

A molecular structure, C6H8ClF7O7P2S (ωB97M-V with the def2-TZVPD basis set, the Open Molecules 2025 dataset).

```
! wB97M-V def2-TZVPD RIJCOSX def2/J DEFGRID3
* xyz 0 1
O 1.521 -3.687 2.867
P 2.148 -3.398 1.421
O 0.926 -3.101 0.202
P 0.454 -1.406 0.231
O -0.085 -1.048 1.673
O 1.952 -0.471 0.033
C 1.603 0.958 0.033
C 2.903 1.961 -0.257
C 3.547 1.512 -1.697
Cl 3.659 3.043 -2.798
O -0.579 -0.928 -1.086
S -2.146 -1.583 -0.960
O -2.313 -2.692 0.105
O -2.436 -2.276 -2.349
C -3.349 -0.155 -0.825
F -4.687 -0.541 -1.358
F -2.841 0.912 -1.765
C -3.466 0.527 0.659
F -2.980 -0.309 1.781
F -4.941 0.734 0.905
C -2.775 2.006 0.808
F -1.333 2.065 0.479
F -3.524 3.097 0.082
F -2.878 2.366 2.271
H 3.015 -4.530 1.112
H 3.054 -2.256 1.608
H 0.798 1.264 -0.779
H 1.130 1.200 1.076
H 3.629 1.871 0.657
H 2.421 3.046 -0.375
H 4.654 1.152 -1.499
H 2.922 0.666 -2.256
*
```

(8)
# C6H8ClNO

A single C6H8ClNO molecule (ωB97M-V with the def2-TZVPD basis set, the Open Molecules 2025 dataset).

```
! wB97M-V def2-TZVPD RIJCOSX def2/J DEFGRID3
* xyz 0 1
C -1.908 0.290 -1.270
C -1.932 -0.490 -0.187
C -0.629 0.830 -1.635
C -0.673 -0.892 0.532
C 0.412 0.184 0.393
C 1.812 -0.379 0.795
N 0.469 0.766 -0.953
O 2.832 0.606 0.730
Cl 0.195 1.522 1.683
H -2.816 0.615 -1.749
H -2.750 -1.104 0.106
H -0.539 1.461 -2.541
H -0.656 -1.186 1.667
H -0.100 -1.677 0.039
H 2.095 -1.335 0.304
H 1.687 -0.645 1.840
H 2.498 1.434 0.246
*
```

(9)
# C6H8CoO7P2

A molecular structure, C6H8CoO7P2 (ωB97M-V with the def2-TZVPD basis set, the Open Molecules 2025 dataset).

```
! wB97M-V def2-TZVPD RIJCOSX def2/J DEFGRID3
* xyz 0 4
Co 0.678 0.538 0.282
C -1.089 1.727 1.702
C -2.194 1.490 0.900
C -2.571 0.186 0.591
C -1.821 -0.885 1.046
C -0.678 -0.662 1.812
C -0.320 0.649 2.175
H -0.816 2.738 1.975
H -2.767 2.322 0.513
H -3.446 0.011 -0.019
H -2.103 -1.896 0.787
H -0.126 -1.502 2.211
H 0.452 0.819 2.915
O 0.732 -1.997 -2.214
P 0.638 -0.397 -2.551
O 0.258 -0.177 -3.941
O -0.175 0.217 -1.421
O 2.191 0.031 -2.270
P 3.228 -0.348 -1.072
O 2.132 -1.110 -0.030
O 3.359 1.006 -0.218
O 2.155 1.624 0.301
H 0.496 -2.467 -3.029
H 1.787 -1.919 -0.447
*
```

(10)
# C6H8EuO6

A molecular structure, C6H8EuO6 (ωB97M-V with the def2-TZVPD basis set, the Open Molecules 2025 dataset).

```
! wB97M-V def2-TZVPD RIJCOSX def2/J DEFGRID3
* xyz 2 8
O 2.759 0.414 2.599
C 1.672 0.485 1.995
O 1.772 0.458 0.685
O 0.571 0.646 2.640
C -0.672 1.009 1.978
C -1.063 0.013 0.937
C -1.470 0.379 -0.282
C -1.827 -0.615 -1.342
Eu 4.435 1.199 1.237
H -0.603 2.031 1.587
H -1.396 1.016 2.801
H -1.003 -1.044 1.217
H -1.484 1.432 -0.582
H -2.879 -0.495 -1.624
H -1.630 -1.646 -1.024
O -1.112 -0.394 -2.580
C 0.163 -0.623 -2.718
O 0.545 -1.486 -3.532
H 1.317 -1.822 -2.243
O 0.846 -0.890 -1.611
H 1.060 -0.068 -0.138
*
```

(11)
# C6H8EuO6

A molecular structure, C6H8EuO6 (ωB97M-V with the def2-TZVPD basis set, the Open Molecules 2025 dataset).

```
! wB97M-V def2-TZVPD RIJCOSX def2/J DEFGRID3
* xyz 4 8
O 3.376 1.325 -1.470
C 2.819 0.709 -0.459
O 2.401 1.355 0.506
O 2.762 -0.566 -0.578
C 2.063 -1.341 0.445
C 0.588 -1.326 0.182
C -0.282 -0.761 1.026
C -1.762 -0.795 0.818
Eu 2.193 3.513 1.441
H 2.318 -0.927 1.426
H 2.483 -2.345 0.339
H 0.246 -1.813 -0.736
H 0.068 -0.250 1.927
H -2.282 -1.085 1.737
H -2.076 -1.455 0.000
O -2.295 0.544 0.555
C -2.225 1.097 -0.581
O -2.295 2.285 -0.905
H -2.617 1.791 -2.151
O -2.539 0.468 -1.780
H -2.944 -0.422 -1.743
*
```

(12)
# C6H8F2IN2

A gas-phase ion, C6H8F2IN2 (charge +1) (ωB97M-V with the def2-TZVPD basis set, the Open Molecules 2025 dataset).

```
! wB97M-V def2-TZVPD RIJCOSX def2/J DEFGRID3
* xyz 1 1
C 1.624 1.347 0.115
C 2.573 0.358 -0.069
C 1.840 -0.796 -0.164
C -0.864 1.469 -0.070
C -0.719 -1.256 0.117
C 2.418 -2.499 -0.284
N 0.444 0.824 0.010
N 0.531 -0.495 -0.008
F 1.865 -2.993 -1.339
F 1.934 -3.055 0.801
I 4.669 0.485 0.066
H 1.721 2.364 -0.054
H -1.498 0.953 0.702
H -0.617 2.496 0.085
H -1.331 1.405 -1.043
H -1.274 -1.259 -0.870
H -0.584 -2.304 0.350
H -1.311 -0.883 0.920
H 3.589 -2.497 -0.314
*
```

(13)
# C6H8FN

A single C6H8FN molecule (ωB97M-V with the def2-TZVPD basis set, the Open Molecules 2025 dataset).

```
! wB97M-V def2-TZVPD RIJCOSX def2/J DEFGRID3
* xyz 0 1
C 2.033 1.261 -0.929
C 0.928 0.392 -0.459
C -0.183 0.752 0.267
C -2.206 -0.394 1.205
C -0.342 -1.451 -0.100
C 0.802 -0.996 -0.673
H 3.010 0.930 -0.507
H 1.872 2.317 -0.622
H 2.138 1.233 -2.001
H -0.478 1.728 0.626
H -1.972 -0.281 2.257
H -2.723 -1.364 1.035
H -2.835 0.423 0.827
H -0.770 -2.432 -0.062
N -0.956 -0.365 0.477
F 1.681 -1.755 -1.342
*
```

The calculation returns the following DFT total energy values, one per record and in order: -3314.79081; -1153.69370; -1153.76805; -1468.17816; -1841.41862; -1955.32386; -3000.00641; -823.55539; -2825.72185; -1394.48762; -1393.11202; -840.04084; -388.02794 Eh.
The calculation returns the following maximum force values, one per record and in order: 5.74; 4.96; 1.25; 8.71; 8.37; 4.91; 10.47; 2.72; 0.96; 7.31; 4.77; 5.26; 1.28 eV/A.